Molecular formula: C7H29NO6
Method: DFT, ωB97M-V/def2-TZVPD

Element x y z (Å)
1 C -2.46933 -0.74962 -0.17589
2 N -1.09320 -0.29343 -0.25793
3 C -0.29407 -0.11561 0.95410
4 C 0.86829 0.94751 0.55634
5 C 1.33141 1.78779 1.75523
6 C 1.99015 0.42891 -0.30936
7 C 0.35161 -1.36068 1.47979
8 C -3.35379 0.18775 0.67893
9 H -2.73943 -1.80335 0.03631
10 H -2.79010 -0.62142 -1.26352
11 H -0.56321 -1.02869 -0.72409
12 H -0.85770 0.36668 1.75967
13 H 0.17979 1.52836 0.00221
14 H 1.52731 0.99260 2.48848
15 H 2.27543 2.30091 1.55717
16 H 0.63556 2.52569 2.11213
17 H 2.79591 -0.03159 0.29691
18 H 1.61846 -0.29604 -1.04089
19 H 2.45212 1.21216 -0.89337
20 H 0.99118 -1.22185 2.36191
21 H -0.47893 -2.09263 1.57590
22 H 0.93860 -1.77350 0.66656
23 H -2.86763 1.00176 1.21828
24 H -4.05994 0.65197 0.00156
25 H -3.92680 -0.41905 1.41297
26 H -1.88017 1.39461 -3.09332
27 H -1.82132 1.24346 -1.61993
28 O -1.73836 1.93528 -2.30171
29 H 0.98521 4.36393 1.37727
30 H -0.18896 3.50640 0.77530
31 O 0.12575 4.38980 0.95867
32 H 0.56774 -3.46211 -0.65555
33 H 1.81446 -3.84946 -1.38051
34 O 0.88336 -3.67620 -1.55376
35 H 0.64551 -1.35395 -2.91189
36 H -0.09661 -2.68155 -2.93168
37 O -0.23799 -1.73438 -3.03630
38 H 1.35214 -4.04545 1.70890
39 H -0.06952 -4.62147 1.67705
40 O 0.55441 -4.09057 1.17051
41 H 2.42227 2.72178 -1.44448
42 H 1.70075 4.16484 -1.49852
43 O 2.51963 3.67040 -1.48944

Cartesian forces, eV/Å:
C -1.2 0.9 -1.5
N 1.0 -1.2 0.9
C 2.0 1.8 0.5
C -2.0 0.2 0.7
C 0.9 -1.8 -0.1
C 0.1 -0.7 0.3
C -1.4 -0.8 -0.6
C -0.6 -0.8 0.1
H 0.8 0.2 0.3
H 0.0 -0.4 1.3
H -0.3 0.3 -0.9
H -0.2 0.0 -0.3
H 0.0 1.2 -1.4
H 0.2 0.7 0.6
H 0.0 -0.1 -0.1
H -0.4 -0.3 0.4
H -0.4 0.1 -0.3
H 0.1 -0.1 0.1
H 0.2 0.1 0.1
H -0.5 -0.1 -0.1
H 0.8 0.3 0.8
H 0.5 -0.1 0.0
H 0.3 -0.2 -0.1
H -0.3 0.2 0.1
H 0.3 0.5 -0.4
H 0.1 0.4 0.0
H 0.5 0.4 0.2
O -0.3 -0.8 -0.1
H 0.1 -0.4 -0.1
H 0.3 -0.2 0.0
O -0.6 1.1 -0.3
H -0.1 -0.4 -0.4
H 0.0 -0.2 -0.3
O 0.3 0.1 0.6
H -0.4 -0.2 -0.1
H 0.2 0.0 0.2
O 0.0 0.6 -0.2
H -0.1 0.0 0.0
H 0.1 0.0 -0.1
O 0.1 -0.7 0.2
H -0.8 0.2 -0.1
H -0.5 -0.6 0.1
O 1.2 0.7 0.0

## Properties
* max |F|: 0.0529 Eh/bohr
* gap between HOMO and LUMO: 9.11 eV
* structure (SMILES): CCN[C@@H](C)C(C)C.O.O.O.O.O.O
* energy above the lowest of the compared OMol25 structures with the same formula, charge and spin: 50.06 kJ/mol
* total charge: 0
* E_LUMO: -0.04 eV